Formula: C19H21N7O2
Source: the Open Molecules 2025 dataset
Level of theory: ωB97M-V/def2-TZVPD

Positions of all 49 atoms, in Å:
O 1.264 -0.717 3.415
H -0.422 4.002 -3.218
H 4.258 0.777 2.877
C 3.630 2.690 -4.589
C 2.114 0.412 3.082
H 1.931 1.366 -2.086
N 0.210 3.554 -2.570
N 5.852 2.634 -5.918
N 3.817 -1.206 2.354
N 3.367 1.836 -3.555
H 2.314 1.965 1.563
H -5.477 -0.859 4.218
C -5.519 -1.793 3.620
C 2.752 3.765 -4.845
C 2.962 -2.360 2.697
H 4.798 -1.471 2.341
C 1.352 3.154 -3.203
H -3.093 0.955 -1.285
H 3.783 -0.259 4.251
C -3.255 -1.497 2.895
C 1.782 1.012 1.699
C 4.849 2.646 -5.296
C -2.225 0.156 1.068
H -6.510 -2.059 3.285
H 3.083 -3.198 1.976
H -0.283 0.711 2.287
H 1.936 1.185 3.795
H 1.247 2.892 -0.263
H 0.869 -2.766 3.199
H -3.236 -0.998 3.873
C 2.199 2.042 -2.908
H 3.031 4.455 -5.661
C 3.573 -0.036 3.201
H -5.298 -2.637 4.308
N 0.309 1.300 1.648
O -4.610 -1.756 2.521
N -1.545 2.160 -1.949
H 2.063 0.312 0.901
C -2.691 -0.581 1.914
C 0.296 2.431 -0.466
C -0.378 2.740 -1.636
C -2.108 1.355 -1.053
H 3.239 -2.748 3.666
N 1.601 4.006 -4.212
H -2.718 -2.430 2.927
C -0.299 1.596 0.449
C -1.514 1.018 0.179
H 1.136 -1.852 1.702
C 1.496 -1.976 2.732

Properties
* E_tot: -1270.27140 Eh
* energy above the lowest of the compared OMol25 structures with the same formula, charge and spin: 6.013 eV
* strongest force on any atom: 4.36 eV/A
* HOMO-LUMO gap: 0.30067 hartree
* SMILES: COCC#Cc1cnc(Nc2cnc(C#N)cn2)cc1NC[C@@H]1CNCCO1